[1]
The following is a quantum chemistry calculation of the ion C2H7N4O with charge +1, from OMol25.

Values from the calculation:
E_tot: -10184.22133 eV
maximum force: 4.98 eV Å⁻¹
SMILES: CO/N=N/C(N)=[NH2+]
lowest unoccupied orbital energy: -3.98 eV

The geometry in ORCA input format:
```
! RIJCOSX wB97M-V def2-TZVPD def2/J DEFGRID3
* xyz 1 1
C -3.24890 -0.19599 0.18877
O -1.92581 0.08701 -0.49400
N -0.65931 0.25290 -0.42241
N 0.27570 -0.03193 0.37644
C 1.55818 0.10968 0.00461
N 2.16958 -1.05671 -0.14788
N 2.31827 1.23709 0.08213
H -3.83911 0.66316 -0.30742
H -3.50982 -1.28912 -0.04605
H -3.19219 -0.06943 1.27940
H 1.64188 -1.83829 -0.21651
H 3.11912 -1.24345 -0.18700
H 3.21971 1.11618 -0.27866
H 2.07272 2.25889 0.16858
*
```

=====

[2]
The following is a quantum chemistry calculation of a cluster of 2 separate species, C2H7N4O in total, from OMol25.

Values from the calculation:
E_tot: -10186.05382 eV
maximum force: 3.96 eV Å⁻¹
lowest unoccupied orbital energy: -4.74 eV

The geometry in ORCA input format:
```
! RIJCOSX wB97M-V def2-TZVPD def2/J DEFGRID3
* xyz 1 1
C -1.49701 2.78321 -1.03061
C 1.22155 -2.39035 0.78187
N 0.50934 -0.24661 0.13839
N -0.56425 -0.40569 0.76778
N 1.32193 -1.23104 -0.04919
N -2.39101 3.49525 -1.12508
O -0.66831 1.96136 -0.79668
H 1.19002 -2.16743 1.81289
H 0.30447 -2.79285 0.66715
H 1.94363 -3.20823 0.62746
H 0.61213 0.62276 -0.45444
H 2.01487 -1.06571 -0.68845
H -0.98704 0.47663 0.92874
H -3.01031 4.16869 -1.57985
*
```

=====

[3]
The following is a quantum chemistry calculation of a structure of composition C2H7N4O, from OMol25.

Values from the calculation:
E_tot: -10183.06538 eV
maximum force: 4.09 eV Å⁻¹
lowest unoccupied orbital energy: -5.00 eV

The geometry in ORCA input format:
```
! RIJCOSX wB97M-V def2-TZVPD def2/J DEFGRID3
* xyz 1 1
C -1.11092 -0.57854 -0.64355
C -1.04981 -0.48038 0.86958
N -2.07025 -1.06505 -1.21583
N -0.10531 0.22705 -1.12099
N 2.16566 0.67810 0.36978
N 0.83402 0.53983 0.41088
O 0.28391 -0.39109 1.16343
H -1.56600 0.45385 1.13020
H -1.42039 -1.42172 1.23060
H -2.15698 -0.89624 -2.19359
H 0.57043 -0.09339 -1.80546
H 2.48181 1.66594 0.71343
H 2.76786 -0.08900 0.59021
H 0.37599 1.45064 0.50132
*
```

=====

[4]
The following is a quantum chemistry calculation of a cluster of 2 separate species, C2H7N4S in total, from OMol25.

Values from the calculation:
E_tot: -18971.52213 eV
maximum force: 2.20 eV Å⁻¹
lowest unoccupied orbital energy (spin up / spin down): -4.54 / -5.65 eV

The geometry in ORCA input format:
```
! RIJCOSX wB97M-V def2-TZVPD def2/J DEFGRID3
* xyz 1 1
C -0.20109 -0.65582 0.01936
C 1.99577 1.12409 -0.27465
N -1.35141 -0.27253 0.01718
N -2.33232 0.33720 -0.44199
N -3.22452 0.82138 0.40069
N 0.52476 -1.73219 0.09515
S 3.22650 0.10429 0.23088
H 1.50891 1.70956 0.48418
H 1.80437 1.33416 -1.30740
H -3.19463 0.65289 1.40143
H -4.07050 1.16377 -0.02540
H 1.52023 -1.65487 0.27910
H 0.12402 -2.66066 0.10029
H 3.66991 -0.27127 -0.97883
*
```

=====

[5]
The following is a quantum chemistry calculation of the ion C2H7N4S with charge +1, from OMol25.

Values from the calculation:
E_tot: -18973.58091 eV
maximum force: 3.30 eV Å⁻¹
lowest unoccupied orbital energy: -5.13 eV

The geometry in ORCA input format:
```
! RIJCOSX wB97M-V def2-TZVPD def2/J DEFGRID3
* xyz 1 1
C -1.46110 0.69703 0.00432
C 1.87384 0.42692 0.26973
N -0.22507 0.72558 -0.19658
N 0.79561 0.23261 -0.64109
N -1.03104 -1.96185 -0.46399
N -2.35488 1.63146 -0.23618
S -1.98785 -1.05116 0.43854
H 1.76741 -0.45982 0.94716
H 1.59328 1.31562 0.91147
H 2.83994 0.52645 -0.13616
H -0.62179 -2.74089 0.04729
H -1.50991 -2.26446 -1.35954
H -2.01007 2.48363 -0.48021
H -3.21594 1.64300 0.30178
*
```

=====

[6]
The following is a quantum chemistry calculation of an isolated molecule of C2H7N5, from OMol25.

Values from the calculation:
E_tot: -9631.88886 eV
maximum force: 5.10 eV Å⁻¹
lowest unoccupied orbital energy: 0.54 eV

The geometry in ORCA input format:
```
! RIJCOSX wB97M-V def2-TZVPD def2/J DEFGRID3
* xyz 0 1
C 1.83555 0.75240 -0.56063
C 0.84769 0.11819 0.37018
N -2.13623 0.57449 -0.00225
N -1.12372 0.80014 -0.66724
N -2.48028 -0.52991 0.37131
N -0.87273 -1.44893 -0.37804
N -0.25327 -0.31294 -0.50626
H 2.22805 -0.01176 -1.14676
H 1.30019 1.58235 -1.09812
H 2.76197 1.15374 0.10980
H 1.36528 -0.79041 0.56026
H 0.31739 0.61315 1.24209
H -3.11884 -0.63548 1.19839
H -0.67106 -1.86504 0.50728
*
```